a) C14H43BNO4Si4 | the ωB97M-V functional and the def2-TZVPD basis

Last column: Mulliken charge in e.
Element x y z (Å)
Si  2.39665  2.55953  1.17036  0.41
Si  5.49468  2.97021  1.18545  0.50
Si  -1.86565  -1.21621  2.16870  0.35
Si  -3.81112  -1.45926  -0.26498  0.41
O  -3.36274  -1.73008  -5.41884  -0.59
O  -2.36469  -1.58958  0.59821  -0.30
O  -2.52008  -4.09777  -4.61254  -0.51
O  3.97841  2.54072  0.57661  -0.49
N  -4.47702  -3.91072  -6.25252  -0.79
C  1.11771  1.92678  -0.04783  -0.80
C  -1.19371  -3.51202  -4.36473  -0.17
C  -0.06495  -1.61616  2.51156  -0.88
C  1.91863  4.32390  1.62576  -1.02
C  -4.35104  0.34563  -0.32628  -1.02
C  2.29030  1.47866  2.70999  -0.86
C  5.86732  1.95517  2.72940  -1.01
C  -2.90503  -2.18656  3.40442  -1.03
C  -0.08765  -3.80283  -5.56126  -0.78
C  -5.15221  -2.46975  0.59398  -1.03
C  -3.69921  -2.07260  -2.03411  -0.95
C  -2.10223  0.62659  2.48200  -0.93
C  5.49654  4.80029  1.64177  -1.01
C  6.90451  2.69591  -0.02105  -1.04
B  -3.39244  -3.20610  -5.40160  0.55
H  5.17860  2.21468  3.53830  0.29
H  -4.61064  0.70574  0.67319  0.28
H  -2.87240  -3.25616  3.17745  0.28
H  -2.63328  -1.36604  -6.00143  0.25
H  2.50929  4.68344  2.46991  0.30
H  -1.68073  0.90645  3.45101  0.40
H  1.25281  1.38826  3.04226  0.28
H  0.18186  -1.34810  3.54261  0.31
H  6.98852  1.63763  -0.30139  0.28
H  -5.22374  0.46517  -0.96876  0.41
H  0.85974  4.37047  1.91088  0.38
H  5.76095  0.88574  2.51531  0.27
H  6.76858  3.28713  -0.93010  0.29
H  -0.59338  -3.84512  -6.64181  0.23
H  -5.38829  -2.04545  1.57242  0.28
H  -5.23272  -4.14571  -5.54148  0.05
H  -1.59979  1.21551  1.70690  0.15
H  0.71215  -2.93147  -5.48144  0.24
H  7.85005  2.99788  0.44071  0.30
H  0.12386  1.96960  0.40632  0.04
H  0.45201  -4.83478  -5.29904  0.23
H  6.88452  2.13975  3.07568  0.38
H  -2.52327  -2.03868  4.42281  0.36
H  2.07546  4.99559  0.77672  0.28
H  4.81344  4.99185  2.47231  0.29
H  2.87107  1.90908  3.52681  0.34
H  1.31582  0.88823  -0.32580  0.28
H  2.67175  0.47333  2.50051  0.29
H  5.17709  5.40245  0.78588  0.27
H  -2.96042  -1.49841  -2.60866  0.17
H  -4.67037  -1.95944  -2.52654  0.30
H  -1.19380  -2.36864  -4.11537  0.17
H  -3.42330  -3.12946  -2.07022  0.34
H  -6.06809  -2.48400  -0.00154  0.39
H  1.09909  2.53616  -0.95542  0.37
H  -4.81406  -3.50048  0.73695  0.27
H  0.59841  -1.05301  1.84982  0.09
H  -0.75546  -4.05449  -3.39558  0.20
H  -3.16160  0.88638  2.48589  0.39
H  -3.94492  -1.85644  3.38494  0.29
H  6.49622  5.12424  1.94075  0.38
H  -3.54125  0.97088  -0.71887  0.25
H  0.13524  -2.68350  2.38463  0.37

- charge = -1
- LUMO level (eV) = 1.9
- orbital gap (Eh) = 0.1278
- HOMO level (eV) = -1.6



b) C14H43BNO4Si4 | the ωB97M-V functional and the def2-TZVPD basis

Last column: Mulliken charge in e.
Element x y z (Å)
Si  2.64500  1.04208  -1.45211  0.28
Si  0.00271  0.20130  3.56820  0.36
Si  -1.94245  1.42888  5.61426  0.47
Si  1.86380  -1.17971  -3.43626  0.37
O  -2.63165  -3.39708  -4.53861  -0.62
O  -1.43362  0.61250  4.27748  -0.43
O  1.69292  0.12972  -2.42745  -0.21
O  -2.85868  -1.14166  -5.46474  -0.69
N  -3.06807  -3.07018  -6.94443  -0.75
C  3.42429  -0.03008  -0.12470  -0.93
C  2.51231  -2.64198  -2.45373  -1.04
C  -0.27011  -0.76853  2.00250  -0.80
C  -1.28319  0.59957  7.16016  -1.02
C  -4.67698  -0.56575  -3.95344  -1.18
C  3.10090  -0.76915  -4.78726  -1.05
C  1.01279  -0.84866  4.74645  -1.03
C  -1.32655  3.19706  5.55933  -1.02
C  -3.80399  1.45767  5.71600  -1.05
C  0.25545  -1.65337  -4.22274  -0.90
C  -3.16978  -0.67984  -4.17956  -0.16
C  1.65863  2.38288  -0.61012  -0.88
C  0.96946  1.75005  3.15133  -0.88
C  4.00750  1.85355  -2.45044  -1.04
B  -2.85186  -2.55730  -5.68262  0.67
H  -0.80739  -1.69950  2.19122  0.38
H  3.94892  0.59038  0.60688  0.40
H  0.86668  1.96220  0.01243  0.09
H  4.56216  2.56109  -1.82958  0.37
H  0.69860  -1.02141  1.56808  0.04
H  -1.53534  -0.46275  7.16344  0.28
H  2.51471  -3.53864  -3.07595  0.41
H  0.43358  -1.70366  5.10078  0.28
H  4.71484  1.11497  -2.83068  0.29
H  0.36010  2.43638  2.56042  0.30
H  -4.24650  1.95721  4.85304  0.29
H  -1.59890  3.67066  4.61431  0.28
H  3.13653  -1.57656  -5.52042  0.39
H  1.20562  3.06393  -1.33269  0.37
H  -0.24080  3.24048  5.65815  0.29
H  1.29669  2.27026  4.05385  0.34
H  -0.83101  -0.19488  1.26235  0.29
H  -2.23001  -2.92467  -7.50428  0.07
H  2.66299  -0.60777  0.40209  0.16
H  -2.72663  -1.28015  -3.38858  0.24
H  -1.71431  1.05731  8.05299  0.38
H  0.41162  -2.51434  -4.87508  0.29
H  2.32134  2.96573  0.03410  0.30
H  -4.87942  -0.66200  -2.89339  0.32
H  1.90243  -1.22740  4.23968  0.39
H  -4.10365  2.00317  6.61310  0.29
H  -4.21970  0.45032  5.77676  0.29
H  -2.75077  0.31914  -4.07367  0.30
H  -1.76413  3.77911  6.37350  0.38
H  -0.15645  -0.84626  -4.83113  0.35
H  -5.20558  -1.32538  -4.50610  0.31
H  4.10769  -0.63118  -4.38518  0.28
H  1.34141  -0.27402  5.61453  0.30
H  1.87925  -2.83048  -1.58426  0.25
H  1.85684  1.49592  2.56699  0.29
H  3.59224  2.39856  -3.30010  0.28
H  3.53217  -2.47095  -2.10035  0.28
H  2.81247  0.14914  -5.30275  0.28
H  -3.40935  -3.48058  -3.97050  0.24
H  4.14503  -0.72820  -0.55310  0.38
H  -0.19761  0.68970  7.22465  0.29
H  -0.49660  -1.93532  -3.48637  0.15
H  -5.01860  0.40847  -4.26668  0.33

- charge = -1
- LUMO level (eV) = 2.0
- orbital gap (Eh) = 0.1430
- HOMO level (eV) = -1.9



Most stable: b) (next structure +202.4 kJ/mol)



a) C2H10N2O3 | the ωB97M-V functional and the def2-TZVPD basis

Last column: Mulliken charge in e.
Element x y z (Å)
O  2.04548  1.29720  -0.42365  -0.70
O  -0.53749  -1.83866  0.77528  -0.77
O  -1.88641  0.40545  1.39512  -0.55
N  -2.00139  0.18658  -1.32911  -0.52
N  2.19484  -0.72961  0.62209  -0.56
C  -0.68392  0.77729  -1.28364  -0.79
C  2.63037  0.47090  0.31934  -0.13
H  -0.48125  1.21498  -0.29373  0.25
H  -1.01020  -1.01936  1.04433  0.39
H  0.21599  0.14430  -1.33480  0.34
H  3.66224  0.62887  0.67079  0.33
H  -1.90885  -0.73655  -1.72514  0.31
H  0.39849  -1.52982  0.78461  0.42
H  -2.41619  0.14866  -0.39308  0.32
H  2.85247  -1.37026  1.04349  0.08
H  -2.56246  0.33286  2.09997  0.24
H  -0.51171  1.61717  -1.97188  0.34

- charge = -1
- LUMO level (alpha / beta) (eV) = 3.5 / 0.3
- spin multiplicity = 2
- orbital gap (alpha / beta) (Eh) = 0.2658 / 0.1491
- HOMO level (alpha / beta) (eV) = -3.8 / -3.7



b) C2H10N2O3 | the ωB97M-V functional and the def2-TZVPD basis

Last column: Mulliken charge in e.
Element x y z (Å)
O  1.06945  1.24788  -1.18361  -0.78
O  -1.09648  -0.55872  -1.69356  -0.79
O  2.65557  -0.51842  -0.06157  -0.91
N  1.13057  -0.08692  1.86438  -0.33
N  -2.50832  0.58778  -0.29578  -0.67
C  -2.22023  -0.09192  -1.37023  -0.02
C  -0.08695  -0.51115  1.23683  -0.49
H  1.94911  -0.28147  1.18640  0.41
H  1.09315  0.90095  2.08831  0.30
H  3.60291  -0.72497  -0.19686  0.15
H  -0.03714  -1.58889  1.08636  0.22
H  1.77371  0.64112  -0.85883  0.43
H  -0.19790  0.01587  0.25822  0.20
H  0.34368  0.67620  -1.51694  0.38
H  -0.95407  -0.33502  1.87234  0.33
H  -3.46743  0.95222  -0.33367  0.15
H  -3.04965  -0.32454  -2.08177  0.40

- charge = -1
- LUMO level (alpha / beta) (eV) = 4.0 / 0.8
- spin multiplicity = 2
- orbital gap (alpha / beta) (Eh) = 0.3024 / 0.1800
- HOMO level (alpha / beta) (eV) = -4.2 / -4.1



Most stable: b) (next structure +32.4 kJ/mol)